{"formula": "C5H20O5", "method": "ωB97M-V with the def2-TZVPD basis set", "symbols": ["C", "C", "C", "C", "C", "H", "H", "H", "H", "H", "H", "H", "H", "H", "H", "O", "H", "H", "O", "H", "H", "O", "H", "H", "O", "H", "H", "O", "H", "H"], "coordinates": [[2.019, 1.691, -2.486], [1.779, 1.958, -1.212], [1.777, 3.361, -0.685], [1.471, 0.863, -0.246], [0.183, 1.065, 0.529], [2.302, 2.352, -3.276], [2.143, 0.675, -2.863], [2.255, 4.073, -1.348], [0.794, 3.767, -0.448], [2.341, 3.410, 0.253], [2.235, 0.719, 0.525], [1.541, -0.110, -0.733], [-0.183, 0.236, 1.134], [0.117, 1.997, 1.088], [-0.666, 1.123, -0.174], [-1.882, 1.463, 3.247], [-2.308, 2.274, 3.523], [-1.226, 1.594, 2.562], [2.574, -3.139, -1.733], [2.285, -3.540, -0.910], [1.800, -2.674, -2.035], [-0.374, -3.252, -0.205], [-0.983, -3.086, -0.930], [-0.819, -3.771, 0.469], [-3.093, -1.244, -0.654], [-3.906, -1.304, -0.139], [-3.359, -0.894, -1.510], [-2.597, -1.195, 2.434], [-2.210, -0.513, 3.009], [-2.523, -0.745, 1.582]], "atomic_forces_ev_per_a": [[0.67, -1.20, -0.52], [-0.15, 0.42, -0.22], [0.29, 0.33, 0.54], [0.53, -0.85, 1.08], [-2.01, -0.12, -1.05], [-0.06, 1.08, 0.06], [-0.44, -0.13, 0.47], [0.04, -0.03, -0.35], [-0.22, -0.22, -0.07], [-0.02, -0.10, 0.02], [0.47, 0.62, -0.08], [-0.59, 0.05, -0.26], [0.81, -0.24, 0.36], [0.46, 0.07, 0.17], [0.23, 0.27, -0.14], [-0.16, -0.78, 0.42], [0.25, 0.27, -0.31], [0.04, 0.60, -0.07], [0.46, -0.15, 0.05], [-0.11, -0.06, 0.13], [-0.41, 0.23, -0.15], [0.68, 0.08, -0.12], [-0.34, -0.09, 0.30], [-0.30, 0.10, -0.14], [0.02, 0.01, 0.03], [0.00, -0.07, -0.04], [-0.03, 0.04, 0.04], [0.34, 0.50, -0.08], [-0.37, -0.29, 0.13], [-0.06, -0.35, -0.15]], "lowdin_charge": [0.0436, -0.3773, -0.0706, -0.2247, -0.1100, 0.0516, 0.0605, 0.0730, 0.0754, 0.0855, 0.1189, 0.1026, 0.0668, 0.0594, 0.0885, -0.0345, 0.0531, 0.0032, -0.0583, 0.0215, 0.0072, -0.0539, 0.0248, 0.0400, -0.0508, 0.0444, 0.0431, -0.0780, 0.0030, -0.0079], "smiles": "C=C(C)CC.O.O.O.O.O", "e_lumo_ev": 0.3, "e_above_lowest_kj_mol": 13.4, "charge": 0, "e_homo_ev": -9.41, "orbital_gap_ev": 9.709}

***

{"formula": "C5H20O5", "method": "ωB97M-V with the def2-TZVPD basis set", "symbols": ["C", "O", "H", "H", "H", "H", "C", "O", "H", "H", "H", "H", "C", "O", "H", "H", "H", "H", "C", "O", "H", "H", "H", "H", "C", "O", "H", "H", "H", "H"], "coordinates": [[-2.090, -3.858, 1.007], [-1.076, -2.889, 1.203], [-1.942, -4.520, 0.154], [-2.218, -4.502, 1.878], [-3.057, -3.390, 0.823], [-1.124, -2.424, 2.042], [0.271, 0.559, 0.314], [-0.776, 1.517, 0.487], [0.676, 0.421, 1.317], [-0.089, -0.401, -0.056], [1.035, 0.925, -0.372], [-0.418, 2.320, 0.874], [2.394, 0.716, -3.779], [2.600, -0.455, -4.378], [3.198, 1.430, -3.957], [1.464, 1.136, -4.165], [2.295, 0.557, -2.705], [3.538, -0.587, -4.534], [-2.156, 2.104, -2.283], [-3.173, 2.714, -3.034], [-1.233, 1.947, -2.841], [-1.812, 2.673, -1.419], [-2.466, 1.133, -1.898], [-3.254, 3.598, -2.669], [1.610, -0.160, 5.060], [0.906, -0.184, 3.820], [2.187, 0.762, 5.130], [0.874, -0.085, 5.861], [2.354, -0.956, 5.066], [1.482, -0.102, 3.056]], "atomic_forces_ev_per_a": [[-0.76, -0.04, 0.61], [0.52, -0.19, -1.02], [0.79, 0.40, -0.05], [0.10, 0.00, 0.17], [-0.18, 0.26, 0.07], [-0.42, -0.32, 0.24], [-0.32, 0.28, 0.48], [-0.36, -0.74, -0.83], [0.45, -0.19, -0.10], [-0.47, 0.28, 0.09], [0.28, 0.17, -0.02], [0.23, 0.16, 0.21], [-0.28, 2.24, 0.73], [0.55, -2.63, -1.47], [0.02, 0.19, 0.12], [-0.24, 0.19, 0.16], [-0.18, 0.27, 0.61], [0.09, -0.24, -0.10], [-0.25, 0.18, 0.72], [0.85, -0.78, 0.79], [0.24, -0.17, -0.74], [-0.21, 0.47, 0.02], [-0.23, -0.40, -0.44], [-0.29, 0.66, -0.28], [0.71, 0.95, -0.83], [-0.93, -0.05, -0.25], [0.10, 0.23, 0.04], [0.16, -0.74, -0.09], [-0.43, -0.36, 0.68], [0.46, -0.09, 0.47]], "lowdin_charge": [-0.1402, -0.0925, 0.0852, 0.0857, 0.0805, 0.0835, -0.0661, -0.0341, 0.0752, 0.0926, 0.0871, 0.1077, -0.1926, -0.0155, 0.1000, 0.0892, 0.0803, 0.1125, -0.0792, 0.0909, 0.1187, 0.0872, 0.1187, 0.1237, -0.1380, -0.1483, 0.0724, 0.0880, 0.0827, 0.0448], "e_lumo_ev": [-2.7, -10.3], "e_above_lowest_kj_mol": 168.1, "multiplicity": 2, "charge": 1, "e_homo_ev": [-12.86, -12.61], "orbital_gap_ev": [10.153, 2.328]}

***

{"formula": "C5H21N2O6", "method": "ωB97M-V with the def2-TZVPD basis set", "symbols": ["N", "C", "C", "C", "C", "C", "N", "O", "H", "H", "H", "H", "H", "H", "H", "H", "H", "H", "H", "H", "H", "O", "H", "H", "O", "H", "H", "O", "H", "H", "O", "H", "H", "O"], "coordinates": [[-0.624, 0.313, -0.199], [0.167, 0.215, 1.047], [1.465, -0.528, 1.006], [1.205, -2.012, 1.022], [0.703, -2.806, 0.145], [0.494, 1.667, 1.387], [0.903, 2.002, 2.602], [0.258, 2.540, 0.568], [-0.850, -0.626, -0.610], [-0.060, 0.805, -0.857], [-1.438, 0.865, 0.033], [-0.572, -0.095, 1.948], [2.113, -0.287, 1.809], [1.994, -0.270, 0.002], [1.558, -2.383, 2.112], [0.196, -2.536, -0.813], [0.701, -3.950, 0.189], [0.857, 1.405, 3.433], [0.851, 3.005, 2.825], [2.003, 0.325, -3.089], [1.862, -0.784, -2.028], [1.711, 0.138, -2.193], [-4.101, -1.490, 0.434], [-4.885, -0.631, -0.478], [-4.013, -0.857, -0.237], [-0.735, 1.218, -2.618], [-0.062, -0.015, -3.157], [-0.888, 0.317, -2.747], [-3.330, 1.293, 0.311], [-3.898, 1.758, 1.774], [-3.271, 1.856, 1.037], [3.492, -2.036, -1.090], [3.509, -3.228, -1.846], [3.035, -2.467, -1.771]], "atomic_forces_ev_per_a": [[0.50, -2.38, 1.16], [-1.35, 1.32, 3.57], [-0.43, -1.37, -3.71], [2.25, 0.40, 5.00], [-1.69, -3.33, -2.66], [-1.50, 1.20, -0.79], [0.42, 0.33, 2.38], [0.26, -0.25, -0.67], [-0.11, 1.19, 0.40], [0.50, 0.54, -0.88], [-0.53, 0.16, -0.21], [1.67, 0.13, -2.20], [0.40, 0.55, 0.69], [-0.72, -0.04, 1.83], [-0.73, 0.03, -2.83], [0.88, 0.35, 0.58], [-0.09, 1.84, 0.63], [0.08, 0.11, -0.84], [0.20, -0.74, -0.40], [0.42, -0.07, -0.05], [0.48, -1.12, -0.27], [-0.23, 0.98, 0.14], [-0.17, -1.45, 1.50], [-1.67, 0.43, -0.62], [1.95, 1.09, -0.90], [0.28, 2.41, -0.13], [-0.84, 0.33, 0.44], [-0.25, -2.53, -1.04], [-1.52, -1.89, -1.28], [0.13, -0.59, -1.07], [1.31, 2.30, 2.28], [0.95, 1.30, 1.65], [1.81, -3.65, -0.81], [-2.65, 2.44, -0.90]], "lowdin_charge": [0.2225, -0.2294, -0.1537, -0.2117, -0.0299, -0.5307, 0.1881, 0.0818, 0.1653, 0.0902, 0.1211, 0.2189, 0.1080, 0.1417, 0.1607, 0.0743, 0.1048, 0.1328, 0.1466, 0.0801, 0.0009, -0.0392, 0.0227, 0.0340, -0.0016, 0.0184, 0.0532, -0.0379, -0.0401, 0.0700, -0.0257, 0.0275, 0.0136, 0.0225], "e_lumo_ev": -2.5, "e_above_lowest_kj_mol": 201.8, "charge": 1, "e_homo_ev": -13.22, "orbital_gap_ev": 10.725}

***

{"formula": "C5H21NO5", "method": "ωB97M-V with the def2-TZVPD basis set", "symbols": ["C", "C", "C", "C", "O", "N", "C", "H", "H", "H", "H", "H", "H", "H", "H", "H", "H", "H", "H", "H", "O", "H", "H", "O", "H", "H", "O", "H", "H", "O", "H", "H"], "coordinates": [[-1.344, -2.521, -0.330], [-0.251, -1.801, 0.522], [0.118, -0.391, 0.036], [-0.864, 0.676, 0.677], [-1.568, 1.291, -0.347], [1.589, -0.221, 0.380], [2.492, -0.840, -0.634], [-1.219, -2.111, -1.394], [-1.151, -3.628, -0.598], [-2.331, -2.315, 0.012], [-0.541, -1.809, 1.550], [0.726, -2.514, 0.416], [-0.046, -0.274, -1.077], [-0.183, 1.471, 1.162], [-1.641, 0.050, 1.312], [-1.289, 2.185, -0.633], [1.887, -0.610, 1.260], [3.563, -0.804, -0.174], [2.397, -0.278, -1.604], [2.325, -1.878, -0.979], [0.192, -0.464, 3.065], [0.303, -0.944, 3.871], [0.488, 0.402, 3.467], [-3.882, 0.033, -1.900], [-3.499, -0.774, -1.629], [-3.244, 0.650, -1.301], [-0.204, 3.131, -1.880], [0.554, 2.743, -1.401], [-0.012, 3.692, -2.556], [2.232, 2.950, -0.042], [1.992, 2.890, 0.865], [2.410, 2.015, -0.115]], "atomic_forces_ev_per_a": [[2.04, -0.32, -2.69], [1.47, -3.03, -2.04], [0.56, -0.66, 1.03], [1.19, -0.68, 0.42], [-1.41, 0.74, -0.86], [0.06, 0.54, -2.01], [1.06, 0.88, 0.02], [-0.56, -0.19, 1.29], [-0.47, 1.51, 1.31], [-0.87, -0.15, 0.19], [0.03, 0.10, 0.52], [-2.14, 1.75, 0.39], [0.60, -0.23, 1.13], [-1.34, -1.38, 0.18], [1.71, 1.86, -0.71], [0.16, -0.68, 0.26], [-0.88, -0.13, 0.41], [-1.77, 0.09, -1.20], [0.51, -0.11, 0.98], [-0.34, 0.04, 0.75], [0.90, 2.38, 1.03], [-0.13, -1.49, 0.76], [-0.58, -0.76, -1.29], [1.82, 3.47, 1.97], [0.42, -1.89, 0.17], [-2.08, -1.58, -2.09], [-1.33, -3.03, 3.54], [0.09, 0.98, -0.77], [1.45, 2.28, -2.64], [0.08, -0.08, -0.73], [-0.58, 0.81, 1.48], [0.34, -1.04, -0.79]], "lowdin_charge": [-0.1047, -0.2455, -0.3143, -0.2223, -0.1145, -0.1127, -0.1486, 0.0842, 0.0915, 0.0433, 0.0593, 0.1423, 0.1514, 0.1284, 0.1516, 0.0692, 0.0741, 0.1072, 0.0799, 0.0599, -0.0545, 0.0382, 0.0920, -0.1085, -0.0411, 0.0897, -0.0140, 0.0342, -0.0029, -0.0370, 0.0193, 0.0051], "smiles": "CC[C@@H](CO)NC.O.O.O.O", "e_lumo_ev": 0.1, "e_above_lowest_kj_mol": 262.9, "charge": 0, "e_homo_ev": -9.06, "orbital_gap_ev": 9.122}

***

| no. | DFT total energy (eV) |
| --- | --- |
| 1 | -15746.1853 |
| 2 | -15733.4482 |
| 3 | -20783.5023 |
| 4 | -17250.9785 |